# 1
Below is 9 unconnected molecules or ions with the total composition C55H132N9O6 in a non-equilibrium geometry, with properties calculated with ωB97M-V with the def2-TZVPD basis set.

Structure (ORCA input):
```
! wB97M-V def2-TZVPD RIJCOSX def2/J DEFGRID3
* xyz 7 1
H -2.2763 2.2289 13.9185
H -6.5578 7.4666 -3.9866
H 9.5303 -1.2299 -2.5161
H -8.6457 -4.6673 -7.0882
C -10.6214 -5.6016 4.8448
C 0.9588 -5.3860 6.7132
H -2.4967 -4.9040 -3.8265
C 7.3608 6.3419 -1.9647
H -7.5785 5.4313 -5.7485
C -9.7032 -1.1258 5.2180
H -4.3854 4.6386 -3.8071
H -11.0160 -6.1567 5.6958
H -1.5356 -1.6128 12.6648
C -1.0959 -0.9140 13.3765
H -6.3048 4.8837 -7.6293
H 3.9811 -1.6858 4.4300
O -6.5490 6.8802 -8.0159
C 5.8866 6.8932 -1.6393
C -4.6424 5.6924 -3.9144
H 10.3995 3.7682 -9.1505
H 1.8063 -6.3305 3.4230
C 9.5019 3.7485 -9.7686
C 9.1523 5.2425 -10.0829
C -6.9224 -5.6653 -6.2576
C -2.6235 -5.5358 -4.7055
H 5.7940 3.6672 -11.6529
C 2.2185 -4.1662 4.7735
N 7.0889 3.8451 -9.9977
H 2.8746 -3.3360 6.6592
C -5.7446 5.8170 -7.6861
H 6.1308 10.2931 -0.5803
H 10.1207 -3.9139 -1.0502
H 5.7124 1.6984 -8.7428
C 3.1627 -3.2760 5.6097
H 6.8512 6.9102 0.9280
N 1.8269 -5.5272 5.4392
C -3.9052 -5.1713 -5.4025
H 4.2703 7.4437 0.5575
H -9.7415 -1.6476 6.1742
H 1.2832 -3.6666 4.5209
H -7.0720 -0.1138 2.9984
H -9.5473 -4.4064 -4.8683
N 5.8592 8.1250 -0.6861
C 7.5591 5.3703 -10.0848
C -1.4818 0.6875 11.4558
C 3.7659 2.3785 -8.3227
H 0.6072 -6.8665 8.2846
H -7.7293 -4.5707 -3.1955
H 7.3174 9.5060 -1.7390
C -8.8843 -5.2670 -4.9568
H 0.0595 2.4349 13.5012
H 2.5809 -8.1327 7.1437
H -2.6075 -1.7283 14.6338
H 11.7265 -4.0828 -2.8005
C -7.6299 -5.2833 -4.0142
C -9.8335 -3.3521 3.9160
C 7.1574 -2.9379 -3.7134
N 0.1677 0.8272 -0.7290
C 10.1951 -1.8907 -3.0723
H -7.0743 -1.0590 1.5240
H 8.9577 -4.9572 -1.9168
H -6.8659 7.6866 -5.7519
H -1.7411 -5.5527 -5.3452
H -5.2559 8.0975 -5.0594
H 0.7383 1.0055 12.6317
H -10.7121 -0.9427 4.8482
H 5.4174 6.0220 -1.1821
C -7.4022 -1.0572 2.5635
H -3.2885 1.0774 13.1392
H 11.3181 -3.8783 -4.5479
H -3.3297 0.3623 15.6600
H 9.5902 5.9761 -9.4060
C 0.0710 1.3479 13.4226
H -0.0131 -4.9804 6.4323
C -1.3104 2.1348 10.9396
H 1.4654 -4.7170 7.4088
H 4.9033 2.0440 -10.0881
H -5.9997 -2.8671 -4.3626
H -1.7634 1.0399 15.6911
H -4.1392 6.7382 -6.4158
C -6.4255 -3.3685 -5.2317
O -0.5808 0.2694 -1.5671
C -6.8255 5.0781 -5.0440
H 3.9684 2.9114 -7.3937
H 4.1168 -3.7967 5.5281
H -5.2560 -6.5186 -4.2099
H -7.5074 -6.2239 -3.4772
O 1.3693 0.8248 -0.8904
C -4.8370 5.9019 -6.4596
H -0.8414 0.0245 10.8740
C -5.0942 -5.4637 -4.4316
C -8.4444 -5.4858 -6.3972
O 8.0568 7.3446 -2.6350
N -6.4467 -4.9197 -4.9539
H -7.4432 -3.3381 5.1806
H -2.7061 -6.5171 -4.2383
C 4.4078 8.2684 -0.1419
H -2.5145 0.3632 11.3274
C 6.8384 7.9004 0.4727
C 5.0540 2.4884 -9.1043
H 5.2710 7.0270 -2.5288
C 8.2401 3.1300 -9.3006
C 8.5047 -3.5928 -4.1167
C -7.5533 -2.3752 4.6819
H 3.2961 -7.0501 5.1163
H -6.4454 4.0965 -5.3267
H 8.4876 -3.2567 -1.4179
H 8.1574 3.3930 -8.2461
H 6.7552 8.5546 1.3406
H 10.7752 -5.2924 -3.7103
N -9.0330 -2.0311 4.2446
H -7.2567 4.9881 -4.0470
N 9.7336 -3.3752 -3.1288
H -7.4320 -3.0452 -5.4970
H 5.1415 4.6999 -9.3866
H -1.7929 2.7997 11.6560
H 3.4851 1.3580 -8.0621
H 3.8448 8.1482 -1.0674
C 0.9902 -6.7815 7.2677
H -4.1148 -5.7595 -6.2959
H -3.0483 2.1613 9.4620
H 7.6415 3.6259 -11.9712
H 7.7993 8.0318 -0.0248
H -5.7320 -3.2416 -6.0630
C 2.4573 -7.0545 7.2444
H 8.7115 -3.2865 -5.1422
H -4.1841 5.0302 -6.4145
H 6.5503 2.2442 -11.2495
N -1.2436 0.5915 13.0340
H 6.4664 -1.3511 -3.0160
H 8.9518 7.0625 -2.8374
H -6.3054 -5.3322 -7.0922
H 8.3004 -4.6635 -4.1117
H 7.1931 5.8219 -9.1627
C 6.3154 9.5047 -1.3100
C -6.7180 -2.1848 3.4087
C 1.1248 -6.3220 4.2737
O 7.2531 -1.5490 -3.5294
C 2.9992 -6.3877 5.9294
H 7.3336 5.4231 -2.5505
H -9.2925 -1.9317 2.0283
H 10.2888 -1.6729 -4.1362
H 2.6808 -4.3913 3.8124
C -1.9695 2.3058 9.5201
H 9.9286 3.2477 -10.6376
H -3.6667 -4.1560 -5.7194
N -5.6079 5.9849 -5.0959
H -6.7622 -3.0753 2.7817
H -8.9212 -6.3363 -6.8845
H -9.5492 -6.0590 -4.6123
H 3.4877 -1.1443 5.9712
H -5.0112 5.6980 -8.4837
H -6.8624 6.7833 -8.9182
O -0.3419 1.4570 0.2007
H -9.5328 -0.4529 2.7233
H 4.1972 9.2772 0.2131
C -8.8628 -1.3080 2.8122
C -1.8253 -0.9758 14.7345
H -9.1167 -0.2237 5.3924
H 2.9738 2.9731 -8.7777
H 11.2140 -1.8270 -2.6903
H 2.2192 -1.5166 4.8527
H 7.2063 5.8772 -10.9829
H -5.6974 -1.9716 3.7264
C -6.1269 7.4461 -4.9876
H 8.1165 2.0556 -9.4366
H 2.9912 -6.7049 8.1281
H 0.3645 -7.4247 6.6490
H -9.6655 -4.0730 6.0528
C 6.7841 3.3006 -11.3820
C -2.4075 1.1562 13.7763
H -0.2903 2.4748 10.7614
H 0.2173 -5.7839 3.9997
H -5.0629 -4.9806 -3.4550
H -7.1521 -1.6972 5.4352
H -3.7202 6.1761 -4.2366
H 9.5430 5.6064 -11.0331
H -1.2636 -1.3031 15.6094
H 6.2733 4.0522 -8.1216
H 0.4587 0.8853 14.3302
H -1.6005 1.6714 8.7142
H -5.0436 6.1896 -3.0313
H 6.7706 -3.4104 -2.8105
H -10.7504 -3.0549 3.4071
H -1.7292 3.3459 9.3001
H -6.6914 -6.7251 -6.1501
H 6.4913 -3.0277 -4.5715
C 9.2800 -3.9304 -1.7438
H 3.8302 -5.7594 6.2500
H 5.6620 9.6300 -2.1734
C 10.9737 -4.2291 -3.5751
C -10.3054 -4.1687 5.1756
H -9.7582 -6.0991 4.4025
H -11.2215 -3.6730 5.4965
H -0.0319 -1.1388 13.4502
H 7.9441 5.9634 -1.1253
C -2.4200 0.4365 15.0642
H 0.8775 -7.3348 4.5918
H -9.1986 -3.9041 3.2229
H -11.4710 -5.6613 4.1645
C 5.7977 3.8826 -9.0875
C 3.2067 -1.8407 5.1812
*
```

For the gap between HOMO and LUMO, the calculation gives 5.95 eV. Its HOMO energy is -14.9 eV.

Atomic partial charges in e from the Mulliken method, atoms 1 to 99: 0.38 0.43 0.30 0.34 -1.40 -0.58 0.36 -0.62 0.38 -1.09 0.36 0.38 0.33 -0.57 0.37 0.33 -0.49 -0.56 -0.82 0.35 0.40 -0.74 -0.54 -0.69 -1.48 0.40 -0.71 0.05 0.24 -0.62 0.38 0.39 0.35 -0.21 0.35 0.25 -0.03 0.37 0.41 0.48 0.31 0.33 -0.06 -0.52 -0.87 -1.40 0.42 0.37 0.32 -0.61 0.30 0.31 0.33 0.41 -0.61 -0.92 -0.61 0.97 -0.78 0.36 0.37 0.34 0.37 0.40 0.45 0.40 0.40 -0.52 0.43 0.39 0.43 0.37 -1.05 0.38 -0.21 0.33 0.33 0.32 0.36 0.47 -0.90 -0.67 -0.95 0.33 0.34 0.40 0.42 -0.65 -0.59 0.48 -0.82 -0.63 -0.51 0.03 0.29 0.37 -0.84 0.44 -0.93

# 2
Below is 11 unconnected molecules or ions with the total composition C55H135N9O11 in a non-equilibrium geometry, with properties calculated with ωB97M-V with the def2-TZVPD basis set.

Structure (ORCA input):
```
! wB97M-V def2-TZVPD RIJCOSX def2/J DEFGRID3
* xyz 0 1
H -25.3017 -31.3579 -6.1185
H -19.4569 -33.7820 -9.1244
H -28.4482 -21.8490 -6.2314
C -30.8773 -28.2555 -5.1078
H -24.8704 -25.9920 -9.7091
C -25.2646 -22.6018 -4.0589
C -20.0529 -33.2167 -8.4152
H -25.4465 -35.2746 -4.6092
H -28.6671 -27.3991 -14.0068
C -25.1290 -23.9121 -4.8286
N -20.2746 -26.7347 -6.0723
H -24.7176 -24.6798 -11.7857
H -29.4340 -31.4952 -2.9092
C -22.5456 -26.7786 -7.1513
H -27.8680 -28.9395 -5.7232
O -26.0077 -30.8407 -10.0798
C -29.0698 -32.7399 -4.6920
H -29.4337 -33.7488 -6.5767
H -24.3199 -32.0070 -9.8187
H -25.5979 -35.4429 -10.3737
H -19.2119 -36.6858 -7.3656
C -27.2264 -36.4542 -5.9966
C -28.2745 -22.8233 -2.9281
H -21.6540 -38.4152 -7.8046
C -27.8587 -31.8860 -12.2504
H -29.2632 -30.6116 -4.4054
H -26.6383 -28.3450 -12.1074
C -21.4774 -27.5216 -6.3417
H -24.5383 -28.7467 -2.8445
C -26.5908 -27.3039 -12.4467
N -26.4135 -30.4592 -3.0269
H -31.1670 -29.7274 -6.6674
C -29.6456 -26.6816 -9.5626
H -24.8546 -30.7593 -7.7828
N -27.5354 -24.0243 -4.9921
H -18.1632 -25.0522 -5.6510
H -26.6179 -25.9388 -9.9890
C -29.3755 -32.7252 -6.1802
H -31.1893 -33.1119 -8.0895
H -32.5015 -30.0992 -4.0721
H -19.1920 -35.8685 -8.9507
C -31.6790 -28.8523 -6.2344
H -20.7096 -34.8826 -10.6143
C -22.2421 -33.8856 -9.4983
H -26.6535 -21.0077 -3.8003
C -18.7141 -25.4147 -4.7799
H -34.0729 -30.5438 -4.7670
H -25.2559 -36.3518 -6.8215
H -25.6483 -26.4038 -3.4207
H -26.9946 -36.9723 -5.0621
H -19.5625 -33.0484 -7.4560
H -23.2789 -31.8422 -2.8718
O -32.9943 -29.2413 -5.9063
H -31.7450 -28.1190 -7.0417
H -18.2125 -26.3671 -4.5604
H -27.0695 -26.5536 -5.8462
C -22.2049 -26.7709 -4.0202
H -23.2324 -29.5787 -2.0124
N -25.4830 -34.7561 -5.4825
H -26.3688 -27.3318 -13.5247
H -25.2977 -31.2867 -1.4963
H -30.6270 -25.4293 -8.4241
H -27.3031 -34.1676 -7.4111
H -18.5540 -24.7673 -3.9200
H -22.9631 -25.9197 -6.6165
H -28.0325 -35.7573 -5.7402
C -21.8607 -37.4365 -7.3690
O -30.5640 -32.0122 -6.4385
H -28.6114 -28.2400 -8.4860
H -32.5643 -31.2135 -5.4381
C -26.0350 -35.6424 -6.5183
C -29.6697 -31.5334 -3.9728
H -20.8473 -25.3571 -3.0926
H -25.3541 -26.5183 -5.6517
H -23.1283 -28.2824 -5.1301
H -24.5567 -29.7834 -6.3715
C -26.4488 -34.7871 -7.6878
H -23.3034 -34.0309 -9.2559
C -25.7460 -36.1020 -9.5022
H -21.4953 -28.7717 -4.6012
H -25.7796 -27.4827 -9.8160
H -31.9307 -26.3099 -5.2191
H -30.6557 -28.9499 -4.2956
C -28.9053 -27.1848 -12.9535
H -29.7022 -27.3811 -6.5558
H -28.7058 -21.8720 -2.6107
H -20.6954 -23.6155 -4.6480
H -29.7976 -22.6070 -5.3220
H -26.2850 -29.8804 -3.8641
H -30.4272 -26.6786 -10.3256
H -22.8952 -36.7078 -9.4765
C -21.7606 -35.0358 -10.3484
H -28.7288 -31.2902 -11.9691
H -24.1086 -30.4974 -10.6791
H -29.1159 -27.1886 -5.0835
H -26.1305 -24.7860 -12.5103
H -27.4682 -23.1226 -2.2599
H -28.6171 -34.2426 -11.4233
H -22.1157 -26.3376 -8.0559
H -31.8063 -31.4436 -7.9195
H -24.2654 -24.4657 -4.4512
C -22.2110 -32.7174 -7.3497
C -26.5412 -21.8693 -4.4636
H -23.2752 -28.9457 0.4803
C -25.2575 -30.5092 -6.8005
C -26.2180 -25.8667 -5.7986
C -25.5089 -26.5589 -11.7331
H -24.9127 -29.2323 1.1465
H -27.5763 -37.1995 -6.7126
H -26.8346 -29.8223 -2.3463
H -30.9155 -26.5026 -3.8475
C -27.8117 -22.7322 -4.3791
C -27.3607 -32.6732 -11.0671
H -26.4892 -28.9208 -7.5464
H -28.5359 -32.2378 -6.7130
C -26.3530 -24.8120 -4.6865
H -27.1083 -31.1920 -12.6382
C -24.7773 -31.3570 -10.5722
H -29.9268 -28.8375 -9.4862
C -21.8698 -36.3543 -9.5924
H -25.6374 -34.0738 -7.9146
H -25.2609 -22.8284 -2.9879
H -27.4461 -32.5762 -3.5004
C -20.1935 -25.6729 -5.0917
H -21.3786 -37.0967 -10.2279
C -20.8173 -24.3203 -5.4713
C -26.9860 -31.8418 -9.8565
C -29.1308 -28.0934 -9.4374
H -24.8049 -32.6294 -3.4419
O -19.6738 -26.3178 -7.2997
H -24.1095 -31.2945 -4.2998
H -23.0885 -33.1296 -6.8435
H -26.7507 -32.5015 -9.0097
H -28.8179 -26.0214 -9.8192
H -27.8824 -31.2845 -9.5603
O -24.8334 -28.8804 -0.8687
O -27.8288 -26.6365 -12.2656
C -25.6964 -26.4725 -10.2363
N -28.3909 -33.6361 -10.6447
H -24.9473 -23.6759 -5.8800
H -21.7444 -34.8174 -5.6765
H -22.3219 -35.0874 -11.2848
H -21.6121 -37.4010 -6.3107
H -30.7497 -31.4893 -4.1137
H -24.8645 -31.8158 -11.5573
H -20.1431 -26.9368 -3.3411
H -29.7302 -26.4780 -12.9091
C -21.4698 -33.7753 -8.1814
H -27.3368 -26.0240 -3.1700
H -26.4741 -33.2634 -11.3589
C -20.8118 -26.1991 -3.7922
H -23.4141 -27.3832 -7.4236
H -25.8691 -37.1445 -9.7748
H -24.6053 -27.1566 -11.9330
H -20.3586 -29.3925 -6.5281
C -33.0357 -30.3212 -5.0025
C -24.2469 -29.4218 0.3100
C -26.3585 -25.5781 -3.3456
H -21.8964 -24.4090 -5.6274
H -27.3156 -30.4737 -7.5050
C -24.3248 -29.4772 -2.0515
N -29.5609 -27.8873 -5.6767
N -25.2405 -25.2780 -12.4217
H -19.5547 -37.5872 -8.7916
H -28.0914 -32.5616 -13.0751
H -30.1457 -31.6970 -8.4397
O -30.2190 -26.2903 -8.2941
N -27.5983 -32.7709 -4.4863
H -22.8257 -26.0004 -4.4792
H -29.1446 -21.0786 -4.8111
C -21.2101 -36.3264 -8.1904
H -29.2130 -28.1511 -12.5282
O -20.9785 -35.0215 -6.2264
H -24.0957 -30.5011 0.2065
H -28.0617 -34.2355 -9.8929
H -22.4979 -31.8542 -7.9527
H -29.0759 -23.5607 -2.8195
H -28.3301 -28.3186 -10.1479
C -31.5971 -27.0636 -4.5028
H -28.7844 -24.8402 -6.1193
O -26.8493 -35.5334 -8.8174
O -27.0699 -29.5023 -5.6516
O -28.7058 -24.8047 -5.1593
H -32.4124 -27.3852 -3.8514
H -24.3844 -21.9929 -4.2742
H -27.2697 -31.9048 -4.9178
H -21.5395 -32.3091 -6.5858
C -28.8686 -22.0455 -5.2453
H -20.1679 -32.1970 -8.8062
H -22.1852 -32.9238 -10.0143
H -26.1570 -25.3807 -6.7761
N -21.5540 -35.0617 -7.5256
H -22.9477 -37.2958 -7.3952
H -20.7185 -28.5638 -8.0726
H -26.0431 -24.9339 -2.5248
C -30.9366 -32.0910 -7.7920
C -24.2755 -31.6888 -3.2891
H -26.2059 -34.0392 -5.2842
C -26.6041 -29.8434 -6.9623
H -26.4424 -21.4972 -5.4864
H -20.3761 -23.9100 -6.3779
C -21.0979 -28.8090 -7.0772
H -19.0570 -27.0314 -7.4915
H -24.8018 -35.9500 -8.9708
C -22.0955 -27.9456 -4.9900
C -19.7074 -36.6039 -8.3364
C -25.0971 -30.7331 -2.4239
H -21.9945 -29.4182 -7.2073
H -22.6354 -27.0543 -3.0579
H -29.4459 -33.6676 -4.2493
*
```

For the gap between HOMO and LUMO, the calculation gives 8.69 eV. Its HOMO energy is -8.3 eV.

Atomic partial charges in e from the Mulliken method, atoms 1 to 99: -0.44 0.31 0.42 0.76 0.50 -1.13 -1.94 0.35 0.36 -0.85 0.47 0.28 0.40 -1.35 -0.53 0.25 -0.20 0.51 0.17 0.20 0.37 -1.41 -1.62 0.40 -1.60 -0.18 -0.01 2.50 -0.68 -0.41 0.13 -0.11 -0.51 -0.36 0.27 0.36 0.11 0.61 0.33 0.29 0.30 0.18 0.40 0.24 0.44 -2.13 0.37 -0.34 0.42 0.46 0.44 0.55 -0.51 0.19 0.50 -0.53 0.91 0.38 -0.29 0.56 0.43 0.24 -0.54 0.38 -0.06 0.08 -1.54 -0.12 -0.61 0.06 1.10 -1.15 0.59 -0.52 -0.88 -0.42 1.24 -0.90 -0.16 0.53 -0.17 0.30 0.01 -0.73 -0.61 0.48 0.43 0.30 -0.76 0.25 0.32 -1.09 0.26 0.41 -0.23 0.32 0.34 0.33 0.46